(1)
111
Properties=species:S:1:pos:R:3:forces:R:3:lowdin_charge:R:1 method="wB97M-V/def2-TZVPD" orbital_gap_ha=0.2761 max_force_ha_per_bohr=0.067 molar_mass_g_mol=1025.7 charge=+2 e_homo_ev=-13.5 e_tot_ha=-3834.3645 lumo_energy_ev=-6.00
Bi -0.0609 -0.0533 -0.4934 0.972 0.288 0.302 1.58
C 1.6377 -2.6806 3.3768 0.109 -0.001 -0.101 -0.02
C 0.6249 -1.6469 3.7250 -0.037 0.268 0.306 -0.21
C 0.6336 -0.9729 4.9174 -0.021 -0.238 -0.300 0.11
C -0.2925 0.0658 5.1682 -0.007 -0.095 0.069 -0.19
N -1.2015 0.3781 4.2821 -0.314 0.196 0.357 0.17
N -1.2499 -0.2973 3.1317 0.345 -0.583 -0.067 0.04
B -2.3864 0.1175 2.2100 0.013 -0.887 -0.045 -0.69
N -3.2022 -1.0192 1.5987 -0.165 0.073 -0.435 0.00
N -3.6972 -1.7575 2.5940 -0.023 -0.055 0.475 0.19
C -4.4354 -2.8004 2.3232 0.067 0.104 0.015 -0.18
C -4.7317 -3.1257 0.9797 0.141 0.162 -0.271 0.10
C -4.2286 -2.3737 -0.0471 -0.170 -0.262 0.197 -0.23
C -4.4760 -2.7238 -1.4763 0.035 0.021 -0.073 -0.05
C -3.3938 -1.2769 0.2960 0.246 0.237 -0.174 -0.58
S -2.6455 -0.3479 -0.9625 -0.852 -0.078 0.029 0.65
C -4.9600 -3.6274 3.4785 -0.031 -0.069 0.087 -0.54
C -6.4878 -3.4636 3.5226 0.077 0.009 -0.002 -0.02
C -4.5914 -5.0999 3.2348 0.016 0.093 -0.031 -0.03
C -4.3531 -3.1717 4.8063 -0.007 0.003 -0.101 -0.04
N -2.3333 1.4597 1.5467 -0.019 0.558 -0.130 0.14
N -3.1685 1.3603 2.6041 -0.364 0.458 0.167 0.25
C -3.9022 2.3420 3.0448 0.032 -0.053 -0.034 -0.10
C -3.7253 3.5792 2.3555 0.094 0.068 -0.043 0.10
C -2.8738 3.7246 1.3017 -0.119 -0.141 0.071 -0.20
C -2.6801 5.0161 0.5957 0.034 0.146 -0.034 -0.04
C -2.1202 2.5692 0.8342 0.030 -0.156 0.225 -0.63
S -1.0597 2.6082 -0.4508 0.112 0.476 0.094 0.74
C -4.9010 2.1595 4.1560 -0.139 -0.126 0.114 -0.52
C -6.2954 2.4484 3.5665 0.095 -0.003 -0.010 -0.01
C -4.6109 3.1487 5.2941 0.088 -0.013 -0.094 -0.01
C -4.8616 0.7307 4.6955 0.096 0.093 -0.032 -0.04
C -0.3715 -1.2641 2.7853 -0.251 0.024 -0.217 -0.54
S -0.4850 -2.0330 1.2536 -0.076 -0.409 0.380 0.74
C -0.2847 0.8991 6.4418 -0.042 0.159 0.072 -0.53
C -1.6806 0.8613 7.0761 0.064 -0.030 -0.023 -0.03
C 0.7453 0.3872 7.4504 -0.068 -0.002 -0.122 -0.05
C 0.0743 2.3428 6.0525 0.017 -0.103 0.012 -0.03
H 2.1649 -3.0316 4.2610 -0.040 0.009 0.029 0.10
H 2.3702 -2.2455 2.6891 -0.042 -0.027 -0.028 0.10
H 1.1834 -3.5202 2.8541 0.013 -0.044 0.053 0.08
H 1.3715 -1.2405 5.6590 0.010 0.067 0.052 0.13
H -5.3328 -3.9945 0.7471 -0.044 0.007 0.073 0.14
H -5.1395 -3.5814 -1.5556 -0.010 0.002 0.017 0.09
H -3.5294 -2.9579 -1.9670 -0.028 0.003 -0.023 0.09
H -4.9130 -1.8832 -2.0159 -0.006 -0.007 -0.001 0.09
H -6.9563 -3.7897 2.5925 -0.022 -0.007 0.014 0.09
H -6.7598 -2.4210 3.7001 -0.027 -0.008 0.002 0.09
H -6.8968 -4.0645 4.3345 -0.011 -0.010 -0.009 0.10
H -5.1026 -5.5132 2.3648 0.015 -0.027 0.006 0.08
H -4.8813 -5.6940 4.1006 -0.024 -0.010 -0.007 0.10
H -3.5147 -5.2101 3.0919 -0.006 -0.045 0.012 0.10
H -4.6375 -2.1473 5.0439 0.025 0.024 0.019 0.07
H -3.2637 -3.2290 4.7799 0.003 0.002 0.030 0.09
H -4.7121 -3.8209 5.6043 -0.015 -0.001 -0.003 0.10
H -4.2896 4.4344 2.7023 -0.014 -0.011 -0.032 0.14
H -3.3361 5.7908 0.9847 -0.012 -0.030 0.015 0.10
H -2.8565 4.8909 -0.4738 -0.022 0.005 0.001 0.09
H -1.6425 5.3427 0.6989 -0.012 -0.008 -0.008 0.10
H -6.3902 3.4826 3.2342 -0.026 -0.006 -0.016 0.09
H -7.0412 2.2774 4.3420 -0.018 0.005 -0.011 0.10
H -6.5151 1.7873 2.7260 -0.022 0.010 0.011 0.10
H -4.6346 4.1860 4.9584 0.004 0.001 0.025 0.09
H -3.6417 2.9478 5.7524 -0.005 0.058 -0.007 0.08
H -5.3801 3.0277 6.0559 0.010 0.028 0.022 0.10
H -5.1303 0.0105 3.9244 -0.029 -0.073 -0.029 0.07
H -5.5759 0.6403 5.5132 0.002 -0.013 0.000 0.11
H -3.8694 0.4772 5.0742 -0.068 -0.056 -0.037 0.07
H -1.9460 -0.1550 7.3742 -0.028 0.006 0.001 0.10
H -2.4350 1.2267 6.3804 0.057 0.000 0.064 0.04
H -1.6948 1.4901 7.9664 -0.005 0.000 0.009 0.10
H 0.5301 -0.6379 7.7575 0.049 -0.006 0.023 0.10
H 0.7171 1.0144 8.3403 -0.018 -0.007 0.011 0.10
H 1.7582 0.4393 7.0480 0.033 -0.029 0.048 0.09
H -0.6604 2.7569 5.3606 -0.007 0.016 -0.017 0.08
H 1.0599 2.3768 5.5828 -0.013 0.068 0.013 0.08
H 0.1044 2.9677 6.9452 -0.009 0.011 -0.009 0.10
C 1.1167 1.8039 2.5173 -0.161 0.148 0.022 -0.07
O 1.4150 0.7221 1.6472 -0.321 0.460 0.065 -0.30
C 2.7407 0.7909 1.1099 -0.153 0.830 -0.446 -0.18
C 2.9169 1.8112 -0.0046 -0.027 0.315 0.575 -0.14
O 1.9156 1.5617 -0.9847 -0.158 0.109 0.046 -0.34
C 2.0886 2.1321 -2.2726 -0.226 -0.153 -0.119 -0.16
C 1.5214 1.1243 -3.2525 0.125 0.002 -0.171 -0.16
O 0.1519 0.7775 -2.9872 -0.011 0.244 0.351 -0.36
C -0.8171 1.6468 -3.5834 0.127 -0.030 -0.223 -0.10
H 1.8912 1.8989 3.2832 0.017 -0.038 -0.018 0.10
H 0.1658 1.5869 3.0039 0.216 0.247 -0.134 0.06
H 1.0381 2.7512 1.9772 0.020 0.011 -0.022 0.09
H 2.9493 -0.1987 0.7185 -1.365 2.799 1.416 0.04
H 3.4633 1.0016 1.9038 -0.131 -0.007 0.062 0.16
H 3.9149 1.6607 -0.4242 -0.104 0.050 0.013 0.14
H 2.8325 2.8445 0.3497 -0.048 0.053 -0.067 0.14
H 3.1478 2.2742 -2.4987 0.006 -0.004 0.035 0.15
H 1.5777 3.0994 -2.3347 0.046 0.015 0.069 0.13
H 2.0963 0.2038 -3.1360 -0.065 0.002 -0.086 0.12
H 1.6114 1.4865 -4.2796 -0.006 -0.033 0.009 0.14
H -0.7215 1.6040 -4.6699 -0.002 -0.005 0.012 0.11
H -0.7033 2.6787 -3.2495 0.036 0.014 0.009 0.07
H -1.7993 1.2799 -3.2948 -0.005 0.006 0.004 0.07
F 3.9944 -2.6511 -0.7611 -0.037 0.232 0.163 0.16
B 3.5616 -1.4315 -0.2666 0.263 -1.351 -1.274 -1.24
F 2.1258 -1.5630 0.0429 0.082 -0.670 -0.412 -0.07
F 3.6334 -0.4292 -1.2512 0.303 -0.557 -0.087 0.14
F 4.1976 -1.0666 0.9067 1.901 -1.841 -0.156 0.15
C 2.0065 -3.3475 -2.9860 0.655 -0.407 -0.132 0.01
C 1.0004 -2.5035 -2.4276 -0.599 0.256 0.152 -0.16
N 0.1907 -1.8302 -1.9663 0.228 -0.817 -0.525 0.03
H 1.6323 -4.3618 -3.1233 -0.096 0.053 -0.001 0.11
H 2.8466 -3.3672 -2.2798 -0.071 0.014 -0.095 0.09
H 2.3531 -2.9528 -3.9410 -0.062 0.023 0.013 0.11

=====

(2)
110
Properties=species:S:1:pos:R:3:forces:R:3:lowdin_charge:R:1 method="wB97M-V/def2-TZVPD" orbital_gap_ha=0.1914 max_force_ha_per_bohr=0.091 molar_mass_g_mol=743.8 charge=-1 e_homo_ev=-4.0 e_tot_ha=-2418.4744 lumo_energy_ev=1.24
B -5.2370 2.1684 -2.9301 0.209 -0.364 -0.335 -0.53
C -4.5299 0.6627 -3.1471 -0.134 0.109 1.009 -0.27
C -4.3870 -0.0183 -1.7185 1.087 -0.867 -1.352 -0.15
C -2.8885 0.0159 -1.3367 -1.531 0.498 1.335 -0.50
O -2.5688 0.5988 -0.3166 0.934 -0.376 -0.641 0.04
O -1.9329 -0.5457 -2.1381 -0.886 -0.223 0.318 0.07
H -6.0827 2.2860 -3.7733 -0.341 0.475 0.057 -0.03
H -5.7808 2.2615 -1.8510 0.206 -0.059 0.410 -0.03
H -4.3578 3.0031 -3.0675 0.081 0.389 0.011 -0.01
H -3.5174 0.7959 -3.5925 -0.567 -0.212 0.188 0.06
H -5.1134 0.0353 -3.8470 0.276 0.089 0.559 0.05
H -4.9453 0.4870 -0.9188 0.380 -0.004 -0.435 0.08
H -4.7772 -1.0592 -1.7939 0.505 0.272 0.227 0.10
H -2.4193 -1.0669 -2.8006 0.212 0.409 -0.055 0.11
C 0.1855 -0.1479 1.8110 -0.286 0.123 -0.595 -0.10
C 0.0523 0.3975 3.1541 0.009 -0.010 -0.034 -0.28
N -0.0500 0.8309 4.2140 0.081 -0.045 -0.066 0.10
H 1.1730 0.0428 1.3984 -0.012 0.102 0.152 0.03
H 0.0333 -1.2248 1.7998 -0.001 0.049 0.172 0.07
H -0.5427 0.2880 1.1235 -0.208 0.075 0.177 0.06
C 4.4977 -0.5360 3.1324 0.240 0.204 0.051 -0.06
C 3.3897 -1.2475 2.5164 0.055 0.132 0.008 -0.25
N 2.5094 -1.8124 2.0424 0.374 -0.413 0.062 0.16
H 4.1719 0.4004 3.5852 -0.187 -0.084 -0.049 0.09
H 4.9545 -1.1349 3.9166 -0.106 0.000 -0.137 0.02
H 5.2765 -0.2932 2.4085 -0.140 -0.107 -0.135 0.08
C 4.8310 -2.7080 7.1152 1.526 2.741 -0.097 -0.14
C 5.6091 -1.7553 6.3109 0.009 0.363 0.518 -0.24
N 6.1968 -0.9978 5.6756 0.097 -0.189 0.129 0.12
H 3.8939 -2.9156 6.6441 0.088 0.671 -0.419 0.04
H 5.3717 -3.6227 7.2469 0.541 0.335 -0.199 0.05
H 4.6200 -2.3010 8.1067 0.083 0.139 -0.079 0.10
C -3.1442 2.6895 -6.5088 0.362 0.301 -0.070 -0.07
C -4.3282 1.9924 -6.0314 -0.128 0.011 -0.053 -0.27
N -5.2655 1.4642 -5.6287 0.138 -0.204 -1.388 0.13
H -3.1788 3.7492 -6.2509 -0.178 -0.065 0.114 0.06
H -2.2360 2.2739 -6.0705 -0.126 -0.090 0.094 0.08
H -3.0507 2.6152 -7.5929 -0.141 -0.133 0.030 0.07
C 2.2372 -6.7557 7.2767 -0.283 -0.431 0.079 -0.06
C 3.1102 -5.5938 7.1957 -0.113 -0.138 -0.029 -0.16
N 3.8027 -4.6758 7.1257 -2.148 -4.114 0.439 0.10
H 1.1862 -6.4670 7.2658 0.086 0.162 -0.065 0.09
H 2.3952 -7.4332 6.4366 0.064 0.205 -0.104 0.07
H 2.4091 -7.3229 8.1925 0.145 0.214 0.070 0.05
C 4.6575 -2.2566 -1.0132 -0.461 -0.299 0.216 -0.08
C 5.8244 -1.4051 -1.1864 -0.051 -0.014 -0.033 -0.29
N 6.7473 -0.7338 -1.3236 -0.085 0.022 -0.013 0.13
H 4.8791 -3.2951 -1.2594 0.196 0.100 -0.089 0.08
H 4.2953 -2.2362 0.0156 0.140 0.155 0.013 0.05
H 3.8347 -1.9418 -1.6538 0.167 0.147 -0.072 0.06
C 0.0428 3.1631 -0.1924 -0.145 -0.257 0.464 -0.07
C 0.1982 3.6886 -1.5430 -0.027 -0.017 0.059 -0.28
N 0.3269 4.1074 -2.6048 0.133 0.006 0.116 0.13
H -0.1585 3.9584 0.5267 -0.004 0.133 -0.193 0.06
H -0.7856 2.4520 -0.1308 -0.048 0.045 -0.252 0.07
H 0.9429 2.6443 0.1421 0.065 0.021 -0.227 0.04
C -6.0624 -1.6747 -8.1769 -0.427 -0.174 0.102 -0.08
C -4.8197 -0.9410 -8.3643 -0.024 0.034 0.042 -0.28
N -3.8418 -0.3606 -8.5132 0.044 -0.064 -0.108 0.14
H -6.7846 -1.0863 -7.6100 0.189 0.136 0.037 0.08
H -6.5208 -1.9301 -9.1326 0.153 0.084 -0.054 0.07
H -5.8959 -2.6040 -7.6323 0.158 0.079 0.011 0.08
C 5.4826 2.6962 -0.9762 0.385 0.209 -0.152 -0.07
C 4.2930 2.0459 -0.4415 0.079 -0.043 -0.055 -0.27
N 3.3568 1.5306 -0.0212 0.080 0.044 0.077 0.16
H 5.5027 3.7577 -0.7272 -0.169 -0.048 0.071 0.07
H 6.3949 2.2500 -0.5803 -0.153 -0.166 0.064 0.08
H 5.5270 2.6159 -2.0621 -0.178 -0.111 0.039 0.08
C -2.2703 6.2222 0.3167 0.374 0.164 0.095 -0.10
C -3.3871 5.4979 -0.2725 -0.018 -0.025 -0.031 -0.26
N -4.2612 4.9264 -0.7505 -0.051 0.241 0.172 0.18
H -2.5863 7.1717 0.7491 -0.138 -0.063 -0.058 0.08
H -1.7980 5.6437 1.1113 -0.110 -0.071 -0.033 0.07
H -1.5034 6.4421 -0.4258 -0.086 -0.076 -0.056 0.05
C -6.1519 6.1209 -3.4958 -0.299 -0.083 0.404 -0.07
C -5.5168 6.1239 -4.8070 0.024 -0.090 0.036 -0.28
N -5.0129 6.1302 -5.8398 -0.053 0.081 0.071 0.11
H -5.4564 6.4238 -2.7139 0.142 -0.113 -0.140 0.05
H -7.0005 6.8065 -3.4641 0.059 0.039 -0.227 0.07
H -6.5216 5.1266 -3.2324 0.234 -0.118 -0.165 0.08
C 3.0926 5.5012 0.4620 0.366 -0.255 0.044 -0.07
C 1.9195 6.3461 0.2761 -0.007 -0.005 -0.038 -0.27
N 0.9981 7.0150 0.1288 0.144 -0.069 0.085 0.16
H 4.0034 6.0971 0.5302 -0.139 0.155 -0.012 0.08
H 3.0204 4.9105 1.3757 -0.178 0.070 -0.011 0.09
H 3.2185 4.8055 -0.3683 -0.250 0.082 -0.064 0.06
C 6.3636 -0.5689 -5.0622 0.368 0.183 -0.179 -0.07
C 5.1718 -1.2217 -4.5390 0.004 0.014 0.002 -0.27
N 4.2327 -1.7366 -4.1262 0.101 0.011 -0.069 0.15
H 6.3779 0.4908 -4.8090 -0.146 -0.060 0.087 0.08
H 7.2703 -1.0159 -4.6549 -0.138 -0.076 0.120 0.08
H 6.4147 -0.6486 -6.1482 -0.169 -0.078 0.035 0.08
C -8.6465 1.6331 0.4971 0.040 -0.177 0.353 -0.08
C -8.4832 2.1431 -0.8575 -0.052 0.029 0.005 -0.28
N -8.3511 2.5502 -1.9217 -0.474 0.094 0.068 0.16
H -9.6960 1.4467 0.7285 -0.008 0.053 -0.149 0.07
H -8.1074 0.6953 0.6351 0.066 0.056 -0.150 0.08
H -8.2673 2.3403 1.2351 0.062 0.066 -0.149 0.08
C 1.9940 -5.0959 2.8307 0.084 0.346 -0.164 -0.08
C 1.5066 -6.3337 3.4269 0.038 -0.004 -0.019 -0.28
N 1.1283 -7.3111 3.8977 0.090 0.093 0.042 0.12
H 2.7853 -4.6482 3.4317 -0.059 -0.117 0.098 0.07
H 2.3988 -5.2661 1.8334 -0.071 -0.148 0.039 0.08
H 1.1988 -4.3569 2.7373 -0.041 -0.095 0.057 0.07
C 3.5815 -10.6810 8.2018 0.073 -0.259 -0.316 -0.07
C 3.2896 -9.7624 9.2949 0.015 -0.044 0.018 -0.28
N 3.0591 -9.0387 10.1562 0.011 -0.038 -0.120 0.13
H 2.6665 -11.0434 7.7333 -0.060 0.109 0.121 0.08
H 4.1787 -10.1991 7.4275 -0.020 0.124 0.114 0.08
H 4.1379 -11.5500 8.5525 -0.019 0.095 0.147 0.08

=====

Which of these has the lowest charge? C35H56BN16O2

=====

Which of these has the highest charge? C35H56B2BiF4N7O3S3